Entry 1:
A cluster of 12 separate species, C34H60F3NO37S5 in total at a distorted geometry, computed with wB97M-V/def2-TZVPD.

Positions of all 140 atoms, in Å:
N: -0.095 13.313 -1.509
H: 0.181 14.263 -1.304
H: -0.877 13.033 -0.934
H: 0.654 12.719 -1.183
H: -0.274 13.085 -2.476
C: -0.086 10.968 -3.975
O: -0.772 10.829 -2.733
O: -0.234 12.409 -4.187
C: 1.312 10.211 -3.624
F: 1.110 8.994 -3.040
F: 2.002 10.090 -4.726
F: 2.166 10.933 -2.928
C: -1.954 9.940 -2.624
C: -2.549 10.207 -1.230
H: -3.520 9.712 -1.194
H: -2.013 9.778 -0.384
H: -2.537 11.267 -0.977
H: -1.593 8.925 -2.792
H: -2.785 10.175 -3.290
H: -0.652 10.465 -4.759
C: -3.873 7.771 1.439
C: -5.105 7.635 2.364
C: -5.688 6.286 2.552
O: -5.907 6.310 3.942
C: -5.385 7.408 4.523
O: -5.463 7.680 5.699
O: -4.681 8.048 3.613
H: -3.040 7.160 1.787
H: -3.627 8.830 1.375
H: -4.163 7.474 0.431
H: -5.894 8.320 2.054
H: -5.084 5.444 2.215
H: -6.610 6.098 2.003
C: -6.194 9.499 -2.818
C: -7.367 8.696 -2.179
C: -8.036 7.662 -2.997
O: -7.599 6.397 -2.546
C: -7.073 6.637 -1.294
O: -6.727 5.808 -0.547
O: -6.873 7.944 -1.051
H: -5.423 8.805 -3.152
H: -5.791 10.216 -2.103
H: -6.650 10.072 -3.625
H: -8.167 9.381 -1.897
H: -7.624 7.855 -3.987
H: -9.117 7.746 -3.112
C: -4.011 16.296 3.205
C: -4.073 14.887 2.585
C: -4.742 14.815 1.210
O: -3.992 13.902 0.460
C: -2.778 13.871 1.002
O: -1.829 13.308 0.472
O: -2.777 14.538 2.191
H: -3.375 16.226 4.088
H: -4.979 16.706 3.492
H: -3.592 16.988 2.475
H: -4.591 14.299 3.344
H: -4.630 15.803 0.763
H: -5.801 14.558 1.193
C: 4.233 7.124 -7.091
C: 3.622 8.503 -6.824
C: 3.966 9.623 -7.826
O: 2.755 10.207 -8.016
C: 1.731 9.352 -7.596
O: 0.580 9.516 -7.895
O: 2.238 8.322 -6.934
H: 3.771 6.245 -6.642
H: 5.280 7.136 -6.787
H: 4.324 6.931 -8.160
H: 3.737 8.808 -5.784
H: 4.348 9.203 -8.757
H: 4.654 10.377 -7.445
C: 1.659 7.344 -0.538
C: 1.044 8.278 0.542
C: 2.144 8.735 1.558
O: 2.012 10.085 1.556
C: 1.326 10.473 0.450
O: 1.143 11.616 0.162
O: 0.707 9.464 -0.092
H: 2.345 7.727 -1.294
H: 0.882 6.758 -1.029
H: 2.202 6.513 -0.088
H: 0.188 7.832 1.047
H: 3.127 8.304 1.369
H: 1.821 8.337 2.520
C: -1.769 7.353 -6.785
C: -1.349 6.934 -5.415
O: -2.494 7.104 -4.599
S: -3.830 6.529 -5.406
O: -5.106 7.225 -5.277
O: -3.940 5.055 -5.415
O: -3.118 7.005 -6.871
H: -1.206 6.901 -7.601
H: -1.722 8.433 -6.921
H: -0.594 7.627 -5.043
H: -1.038 5.891 -5.357
C: -3.685 13.492 -4.311
C: -4.698 13.002 -3.193
O: -5.958 13.488 -3.537
S: -5.809 14.970 -4.292
O: -5.462 16.005 -3.325
O: -6.891 15.230 -5.265
O: -4.450 14.493 -5.055
H: -3.266 12.689 -4.917
H: -2.819 14.025 -3.919
H: -4.478 13.458 -2.228
H: -4.717 11.929 -3.001
C: 4.791 9.963 -1.765
C: 4.775 9.161 -3.056
O: 5.164 7.882 -2.722
S: 5.827 7.736 -1.195
O: 7.261 8.055 -1.259
O: 5.460 6.480 -0.519
O: 5.025 9.104 -0.689
H: 3.840 10.425 -1.498
H: 5.596 10.681 -1.923
H: 5.378 9.584 -3.860
H: 3.773 8.979 -3.445
C: -2.312 16.760 -5.639
C: -0.990 16.033 -5.408
O: -0.465 16.847 -4.356
S: -1.558 17.095 -3.082
O: -1.439 18.406 -2.478
O: -1.644 15.877 -2.279
O: -2.750 17.026 -4.288
H: -3.028 16.018 -5.992
H: -2.312 17.636 -6.288
H: -0.421 16.044 -6.337
H: -0.820 15.014 -5.060
C: 0.943 13.434 -7.830
C: -0.293 12.545 -7.996
O: -1.153 13.611 -8.449
S: -0.472 14.659 -9.497
O: -0.720 16.043 -9.087
O: -0.628 14.297 -10.947
O: 1.060 14.221 -8.961
H: 1.871 12.915 -7.589
H: 0.735 13.996 -6.919
H: -0.609 12.039 -7.084
H: -0.078 11.887 -8.837

Properties
Molecular weight = 1292.15 g/mol
Highest occupied orbital energy = -8.572 eV
Kohn-Sham gap = 0.3135 Ha
Charge = 0

Atom charges from the Löwdin analysis, given in e for atoms 1 to 99: N 0.29; H 0.13; H 0.05; H 0.07; H 0.05; C -0.34; O -0.17; O -0.27; C -0.56; F 0.13; F 0.15; F 0.15; C -0.18; C -0.05; H 0.06; H 0.06; H 0.06; H 0.10; H 0.10; H 0.13; C 0.00; C -0.35; C -0.11; O 0.08; C -0.56; O 0.15; O 0.10; H 0.09; H 0.07; H 0.08; H 0.16; H 0.14; H 0.12; C 0.00; C -0.30; C -0.13; O 0.10; C -0.56; O 0.18; O 0.08; H 0.07; H 0.07; H 0.10; H 0.15; H 0.13; H 0.14; C -0.01; C -0.32; C -0.10; O 0.09; C -0.47; O 0.11; O 0.10; H 0.09; H 0.09; H 0.09; H 0.15; H 0.14; H 0.15; C -0.01; C -0.31; C -0.12; O 0.05; C -0.51; O 0.15; O 0.08; H 0.09; H 0.09; H 0.08; H 0.12; H 0.14; H 0.14; C -0.01; C -0.26; C -0.12; O 0.10; C -0.54; O 0.15; O 0.10; H 0.07; H 0.08; H 0.08; H 0.15; H 0.13; H 0.14; C -0.21; C -0.19; O -0.22; S 0.78; O -0.25; O -0.25; O -0.20; H 0.14; H 0.12; H 0.13; H 0.14; C -0.09; C -0.18; O -0.21

---

Entry 2:
A cluster of 6 separate species, C34H61BrClN2O12PS5 in total, computed with wB97M-V/def2-TZVPD.

Positions of all 117 atoms, in Å:
C: -0.026 -4.338 -2.188
C: -1.055 -3.811 -1.187
P: -0.836 -1.987 -0.927
C: -0.290 -1.475 -2.608
C: 1.242 -1.565 -2.745
C: -2.632 -1.363 -0.938
C: -3.153 -1.664 -2.268
N: -3.503 -2.055 -3.291
C: -3.524 -2.195 0.027
C: -3.008 -2.343 1.456
O: -2.787 -3.753 1.708
C: -1.949 -4.037 2.727
O: -0.790 -3.748 2.739
C: -2.693 0.198 -0.596
Cl: -3.487 1.080 -1.966
C: -3.577 0.414 0.553
N: -4.236 0.543 1.483
C: -1.378 0.974 -0.320
C: -0.733 0.804 1.076
C: 0.719 0.313 1.081
Br: -0.783 2.558 1.962
H: -0.110 -3.857 -3.156
H: -0.209 -5.403 -2.355
H: 1.000 -4.244 -1.835
H: -0.909 -4.287 -0.218
H: -2.057 -4.065 -1.536
H: -0.635 -0.458 -2.803
H: -0.794 -2.097 -3.348
H: 1.690 -0.603 -2.978
H: 1.710 -1.935 -1.829
H: 1.510 -2.278 -3.524
H: -3.603 -3.197 -0.391
H: -4.535 -1.788 0.019
H: -3.743 -1.983 2.174
H: -2.072 -1.804 1.616
H: -2.439 -4.590 3.541
H: -0.648 0.783 -1.103
H: -1.667 2.017 -0.418
H: -1.342 0.171 1.717
H: 0.748 -0.759 1.265
H: 1.193 0.496 0.117
H: 1.291 0.816 1.855
O: 1.414 -1.309 7.835
S: 1.813 -1.959 6.612
O: 2.323 -1.187 5.510
C: 2.956 -3.281 7.015
C: 2.060 -4.490 7.258
C: 1.002 -4.459 6.147
C: 0.471 -3.025 6.060
H: 3.544 -2.974 7.877
H: 3.601 -3.422 6.149
H: 2.633 -5.416 7.248
H: 1.579 -4.403 8.235
H: 1.459 -4.738 5.195
H: 0.193 -5.162 6.341
H: 0.201 -2.737 5.046
H: -0.367 -2.853 6.734
O: 2.258 4.109 2.917
S: 1.643 5.407 2.815
O: 1.082 5.851 1.561
C: 0.444 5.608 4.127
C: 1.249 6.178 5.286
C: 2.163 7.248 4.676
C: 2.809 6.640 3.425
H: -0.016 4.645 4.341
H: -0.305 6.309 3.772
H: 0.590 6.595 6.044
H: 1.847 5.387 5.744
H: 1.562 8.116 4.399
H: 2.921 7.584 5.382
H: 2.981 7.362 2.631
H: 3.733 6.112 3.652
O: 1.348 -4.623 -4.911
S: 1.681 -5.211 -6.185
O: 2.230 -4.383 -7.230
C: 2.725 -6.638 -5.905
C: 1.739 -7.790 -5.737
C: 0.673 -7.595 -6.825
C: 0.252 -6.121 -6.792
H: 3.345 -6.443 -5.033
H: 3.348 -6.761 -6.790
H: 2.239 -8.753 -5.827
H: 1.278 -7.741 -4.748
H: 1.098 -7.837 -7.801
H: -0.185 -8.246 -6.670
H: -0.010 -5.723 -7.769
H: -0.559 -5.938 -6.089
O: 0.828 1.194 -6.241
S: 1.942 0.294 -6.080
O: 2.766 0.366 -4.900
C: 1.370 -1.383 -6.353
C: 1.541 -1.594 -7.853
C: 2.907 -0.991 -8.209
C: 2.989 0.389 -7.544
H: 0.343 -1.459 -6.001
H: 2.014 -2.051 -5.780
H: 1.485 -2.652 -8.103
H: 0.750 -1.070 -8.394
H: 3.698 -1.636 -7.822
H: 3.045 -0.912 -9.286
H: 3.992 0.654 -7.221
H: 2.580 1.176 -8.174
O: -3.281 6.487 3.957
S: -2.707 7.714 4.443
O: -1.576 7.691 5.339
C: -2.355 8.779 3.046
C: -3.640 9.579 2.860
C: -4.097 9.982 4.269
C: -4.011 8.732 5.153
H: -2.086 8.155 2.196
H: -1.517 9.416 3.327
H: -3.476 10.445 2.222
H: -4.398 8.952 2.386
H: -3.436 10.758 4.660
H: -5.109 10.385 4.265
H: -3.743 8.951 6.184
H: -4.924 8.141 5.124

Properties
Structure (SMILES) = CCP(CC)[C@@](C#N)(CCOC=O)[C@@](Cl)(C#N)C[C@@H](C)Br.O=S1(=O)CCCC1.O=S1(=O)CCCC1.O=S1(=O)CCCC1.O=S1(=O)CCCC1.O=S1(=O)CCCC1
Molecular weight = 996.53 g/mol
Highest occupied orbital energy = -8.692 eV
Kohn-Sham gap = 0.3318 Ha
Charge = 0

Atom charges from the Löwdin analysis, given in e for atoms 1 to 99: C -0.16; C -0.36; P 1.11; C -0.40; C -0.14; C -0.50; C -0.35; N 0.19; C -0.14; C -0.16; O -0.05; C -0.34; O 0.09; C -0.68; Cl 0.76; C -0.28; N 0.23; C -0.28; C -0.70; C -0.15; Br 0.77; H 0.03; H 0.08; H 0.08; H 0.06; H 0.08; H 0.08; H 0.06; H 0.05; H 0.06; H 0.05; H 0.11; H 0.13; H 0.12; H 0.10; H 0.15; H 0.09; H 0.06; H 0.06; H 0.05; H 0.08; H 0.06; O -0.32; S 0.66; O -0.32; C -0.23; C -0.22; C -0.22; C -0.22; H 0.11; H 0.11; H 0.11; H 0.12; H 0.12; H 0.11; H 0.08; H 0.10; O -0.34; S 0.63; O -0.34; C -0.24; C -0.22; C -0.21; C -0.22; H 0.10; H 0.07; H 0.10; H 0.12; H 0.11; H 0.11; H 0.10; H 0.10; O -0.32; S 0.68; O -0.32; C -0.22; C -0.22; C -0.21; C -0.21; H 0.11; H 0.11; H 0.12; H 0.12; H 0.12; H 0.12; H 0.10; H 0.11; O -0.32; S 0.66; O -0.33; C -0.24; C -0.23; C -0.21; C -0.22; H 0.11; H 0.08; H 0.08; H 0.12; H 0.12